C35H32GeN2O4STi as an isolated structure at a distorted geometry. Source: OMol25; level of theory: wB97M-V/def2-TZVPD.

Computed properties:
largest force on an atom = 0.065 hartree/bohr
total energy = -5088.01466 hartree
LUMO = 0.029 eV
HOMO energy = -7.12 eV
gap between HOMO and LUMO = 7.15 eV
ΔE to the lowest compared entry with this formula, charge and spin = 45.96 kJ/mol

Geometry as XYZ:
```
76
C35H32GeN2O4STi | OMol25 | wB97M-V/def2-TZVPD
Ti -0.278 -0.800 0.906
N -0.860 -1.133 -1.171
C -1.671 -2.387 -1.214
C -1.824 -3.002 0.175
O -2.805 -3.689 0.414
N -0.770 -2.700 0.993
C -0.861 -3.142 2.395
C -1.098 -1.927 3.291
O -1.674 -1.985 4.339
O -0.618 -0.791 2.740
H -1.339 -0.361 -1.613
H 0.000 -1.279 -1.694
H -1.197 -3.129 -1.851
H -2.666 -2.198 -1.599
H 0.073 -3.605 2.706
H -1.673 -3.843 2.536
O -0.944 1.125 0.674
S -1.576 1.664 1.976
C -2.516 3.091 1.464
C -2.898 3.254 0.143
C -3.678 4.349 -0.192
C -4.061 5.262 0.786
C -3.648 5.096 2.101
C -2.857 4.009 2.446
C -3.024 0.639 2.279
C -3.509 0.553 3.570
C -4.582 -0.288 3.824
C -5.129 -1.052 2.803
C -4.615 -0.970 1.515
C -3.560 -0.112 1.244
H -2.570 2.547 -0.611
H -3.986 4.493 -1.220
H -4.672 6.115 0.516
H -3.929 5.819 2.856
H -2.513 3.874 3.468
H -3.035 1.102 4.376
H -4.960 -0.378 4.835
H -5.940 -1.739 3.016
H -5.023 -1.588 0.725
H -3.157 -0.030 0.243
C 1.593 -0.765 1.057
Ge 2.468 -0.452 -0.613
C 1.744 1.203 -1.399
C 0.913 1.312 -2.515
C 0.358 2.535 -2.890
C 0.634 3.677 -2.153
C 1.477 3.595 -1.047
C 2.021 2.371 -0.676
C 4.398 -0.270 -0.546
C 5.127 -0.075 -1.720
C 6.511 0.029 -1.685
C 7.183 -0.060 -0.470
C 6.470 -0.251 0.707
C 5.081 -0.355 0.668
C 2.159 -1.957 -1.865
C 2.089 -1.860 -3.259
C 1.873 -2.985 -4.052
C 1.739 -4.234 -3.460
C 1.818 -4.354 -2.076
C 2.016 -3.226 -1.288
H 2.177 -1.035 1.933
H 0.691 0.440 -3.123
H -0.285 2.594 -3.761
H 0.204 4.629 -2.442
H 1.706 4.485 -0.473
H 2.660 2.319 0.202
H 4.610 -0.004 -2.674
H 7.068 0.181 -2.603
H 8.264 0.016 -0.443
H 6.994 -0.319 1.654
H 4.526 -0.504 1.589
H 2.221 -0.898 -3.744
H 1.813 -2.885 -5.130
H 1.576 -5.111 -4.075
H 1.718 -5.328 -1.610
H 2.030 -3.318 -0.207
```